Molecular formula: C75H166N10O10
Method: DFT, ωB97M-V/def2-TZVPD

Output
Multiplicity ... 1
Gap between HOMO and LUMO ... 0.3140 Eh
ΔE to the lowest compared entry with this formula, charge and spin ... 96.35 kJ/mol
E_tot ... -115831.5780 eV
E_LUMO ... 0.50 eV
E_HOMO ... -8.0 eV
Charge ... 0

Cartesian coordinates (Å):
C 1.860 -4.718 0.639
C 3.308 -4.543 0.210
C 3.839 -3.200 0.709
C 4.186 -5.710 0.916
C 5.573 -5.824 0.270
C 5.339 -6.150 -1.208
C 4.650 -5.028 -1.957
C 5.656 -3.906 -2.219
C 4.235 -5.571 -3.372
N 3.373 -4.707 -1.287
O 2.803 -3.552 -1.925
H 1.181 -4.074 0.075
H 1.447 -5.745 0.577
H 1.880 -4.534 1.691
H 3.750 -3.052 1.785
H 4.818 -3.019 0.260
H 3.219 -2.415 0.190
H 4.285 -5.487 1.977
H 3.665 -6.632 0.808
H 6.075 -4.872 0.405
H 6.120 -6.643 0.756
H 4.685 -7.064 -1.330
H 6.221 -6.461 -1.793
H 4.992 -3.062 -2.587
H 6.458 -4.232 -2.882
H 6.107 -3.602 -1.291
H 3.748 -6.491 -3.190
H 5.135 -5.687 -3.968
H 3.617 -4.861 -3.957
H 1.893 -3.760 -2.197
C 2.745 4.482 0.079
C 2.313 4.900 1.461
C 3.188 4.213 2.475
C 2.289 6.428 1.496
C 1.601 6.966 2.792
C 0.209 6.536 2.772
C -0.033 5.047 2.643
C 0.167 4.350 3.995
C -1.418 4.777 2.076
N 0.839 4.580 1.522
O 0.724 3.203 1.386
H 3.732 4.879 -0.100
H 2.687 3.445 -0.189
H 2.060 4.929 -0.660
H 3.061 3.094 2.407
H 4.183 4.478 2.160
H 3.082 4.474 3.577
H 3.345 6.765 1.451
H 1.880 6.756 0.546
H 2.142 6.427 3.612
H 1.701 8.038 2.892
H -0.236 6.931 1.848
H -0.359 6.924 3.616
H -0.637 4.612 4.631
H 1.014 4.709 4.523
H 0.211 3.280 3.851
H -2.072 5.311 2.751
H -1.693 3.725 1.982
H -1.496 5.225 1.056
H 0.478 2.884 0.477
C -2.228 -2.961 -3.251
C -1.794 -4.273 -2.551
C -1.528 -4.015 -1.112
C -3.015 -5.184 -2.657
C -2.650 -6.636 -2.344
C -1.686 -7.131 -3.410
C -0.370 -6.343 -3.421
C 0.422 -6.743 -2.182
C 0.354 -6.588 -4.740
N -0.735 -4.880 -3.400
O 0.446 -4.136 -3.194
H -3.090 -2.547 -2.647
H -1.482 -2.193 -3.185
H -2.543 -3.199 -4.272
H -2.430 -3.520 -0.855
H -1.247 -4.875 -0.553
H -0.722 -3.263 -0.990
H -3.812 -4.761 -1.995
H -3.438 -5.094 -3.657
H -2.079 -6.696 -1.414
H -3.463 -7.349 -2.275
H -2.110 -7.115 -4.419
H -1.409 -8.177 -3.264
H 1.123 -5.973 -1.863
H 1.028 -7.681 -2.294
H -0.257 -6.823 -1.330
H -0.381 -6.312 -5.547
H 0.549 -7.644 -4.889
H 1.250 -5.954 -4.735
H 0.583 -3.734 -4.137
C -2.896 6.023 -7.399
C -2.292 5.936 -5.975
C -2.502 4.452 -5.496
C -0.792 6.130 -5.974
C -0.411 7.583 -6.247
C -1.051 8.434 -5.144
C -2.570 8.286 -5.033
C -2.979 8.883 -3.712
C -3.382 8.973 -6.088
N -2.846 6.835 -4.921
O -4.285 6.655 -4.777
H -2.548 6.884 -7.904
H -2.712 5.095 -7.958
H -4.009 6.076 -7.300
H -3.612 4.190 -5.564
H -1.970 3.769 -6.119
H -2.118 4.534 -4.523
H -0.473 5.910 -4.936
H -0.305 5.386 -6.621
H 0.678 7.823 -6.158
H -0.654 7.750 -7.245
H -0.814 9.502 -5.165
H -0.671 8.111 -4.146
H -4.034 9.162 -3.662
H -2.367 9.761 -3.364
H -2.816 8.161 -2.904
H -4.450 8.746 -6.083
H -2.860 8.923 -7.045
H -3.446 10.042 -5.867
H -4.331 6.124 -4.001
C -7.020 -0.345 4.885
C -6.113 0.733 4.387
C -6.927 1.549 3.289
C -5.808 1.614 5.598
C -4.740 2.671 5.276
C -3.493 1.908 4.896
C -3.789 1.041 3.602
C -4.037 1.908 2.381
C -2.498 0.258 3.337
N -4.881 0.148 3.905
O -5.184 -0.533 2.657
H -7.183 -1.002 4.000
H -6.582 -0.761 5.784
H -7.941 0.149 5.154
H -7.960 1.643 3.643
H -6.550 2.587 3.171
H -7.045 0.964 2.362
H -6.727 2.076 6.051
H -5.390 0.957 6.366
H -5.103 3.407 4.558
H -4.501 3.307 6.131
H -3.264 1.216 5.758
H -2.608 2.515 4.688
H -4.343 2.915 2.704
H -4.902 1.625 1.713
H -3.179 2.059 1.779
H -2.632 -0.423 2.502
H -2.345 -0.340 4.194
H -1.701 0.990 3.139
H -5.071 -1.444 2.883
C 1.874 0.292 -0.203
C 0.570 0.361 -0.960
C 0.615 -0.520 -2.178
C -0.676 -0.010 -0.103
C -2.011 0.511 -0.640
C -1.957 1.988 -0.799
C -0.900 2.378 -1.796
C -1.167 2.021 -3.310
C -0.851 3.926 -1.681
N 0.426 1.860 -1.303
O 1.498 2.322 -2.119
H 2.045 -0.744 0.211
H 2.695 0.491 -0.877
H 1.828 0.992 0.670
H -0.368 -0.597 -2.501
H 1.398 -0.155 -2.887
H 0.866 -1.528 -1.815
H -0.661 -1.105 0.086
H -0.564 0.517 0.873
H -2.223 -0.014 -1.578
H -2.921 0.302 -0.026
H -1.578 2.402 0.133
H -2.938 2.406 -0.993
H -0.691 2.772 -3.939
H -2.220 1.937 -3.432
H -0.835 1.044 -3.508
H -0.188 4.342 -2.457
H -0.472 4.301 -0.755
H -1.822 4.324 -1.957
H 1.508 1.927 -2.951
C -0.467 -3.433 3.119
C -1.411 -3.676 4.340
C -0.960 -2.846 5.484
C -2.866 -3.395 3.844
C -3.411 -4.463 2.915
C -3.425 -5.760 3.606
C -1.961 -6.220 3.890
C -1.947 -7.548 4.756
C -1.204 -6.555 2.552
N -1.420 -5.173 4.758
O -0.025 -5.527 4.983
H 0.549 -3.771 3.492
H -0.804 -3.923 2.176
H -0.558 -2.369 2.766
H -0.938 -1.825 5.185
H -1.684 -3.040 6.297
H 0.009 -3.063 5.893
H -3.547 -3.356 4.673
H -2.949 -2.375 3.481
H -4.445 -4.190 2.776
H -3.045 -4.478 1.859
H -3.924 -6.533 3.000
H -3.874 -5.663 4.627
H -2.471 -8.280 4.171
H -2.406 -7.381 5.718
H -0.926 -7.950 4.919
H -1.552 -5.882 1.739
H -1.549 -7.567 2.351
H -0.101 -6.459 2.629
H -0.032 -5.775 5.930
C 0.876 2.646 7.407
O 0.297 1.372 7.151
C 0.370 1.025 5.818
C 1.763 0.803 5.155
C 1.503 0.336 3.728
N 2.344 -0.239 6.046
H 1.962 2.778 7.377
H 0.626 2.776 8.464
H 0.426 3.452 6.842
H -0.207 0.078 5.669
H -0.218 1.704 5.252
H 2.331 1.794 5.210
H 2.489 0.095 3.300
H 0.959 1.061 3.144
H 0.946 -0.632 3.789
H 2.367 0.163 7.007
H 3.332 -0.301 5.853
C 5.790 2.658 -1.843
O 5.925 1.506 -0.970
C 5.330 1.729 0.349
C 5.978 0.879 1.425
C 5.539 1.219 2.853
N 7.415 1.043 1.277
H 5.983 3.584 -1.246
H 4.768 2.611 -2.341
H 6.615 2.597 -2.540
H 5.564 2.796 0.598
H 4.251 1.571 0.430
H 5.659 -0.188 1.257
H 5.415 2.288 2.998
H 6.350 0.901 3.493
H 4.658 0.622 3.086
H 7.824 0.753 0.377
H 7.803 0.429 1.946
C 4.130 -0.364 -4.246
O 2.893 -0.576 -4.998
C 2.677 -1.888 -5.109
C 1.509 -2.120 -6.092
C 0.294 -1.511 -5.505
N 1.167 -3.527 -6.045
H 4.918 -0.921 -4.792
H 4.158 -0.851 -3.289
H 4.267 0.701 -4.018
H 3.570 -2.394 -5.428
H 2.356 -2.201 -4.136
H 1.810 -1.715 -7.099
H -0.555 -1.895 -6.103
H 0.404 -0.429 -5.467
H 0.142 -1.918 -4.490
H 0.372 -3.786 -6.526
H 1.839 -4.267 -6.267

Atomic partial charges in e from the Löwdin method, atoms 1 to 8: number 1, C, carries -0.0393; number 2, C, carries -0.4613; number 3, C, carries -0.0282; number 4, C, carries -0.1090; number 5, C, carries -0.1679; number 6, C, carries -0.1537; number 7, C, carries -0.5270; number 8, C, carries -0.0273


Molecular formula: C75H75N15
Method: DFT, ωB97M-V/def2-TZVPD

Output
Multiplicity ... 1
Gap between HOMO and LUMO ... 0.3531 Eh
ΔE to the lowest compared entry with this formula, charge and spin ... 223.56 kJ/mol
E_tot ... -101337.9030 eV
E_LUMO ... 0.46 eV
E_HOMO ... -9.1 eV
Charge ... 0

Cartesian coordinates (Å):
N -5.110 -4.830 -1.419
C -4.084 -5.098 -2.205
C -2.823 -4.533 -1.969
C -2.666 -3.685 -0.909
C -3.725 -3.451 -0.059
C -4.860 -4.110 -0.287
H -4.242 -5.557 -3.159
H -1.949 -4.818 -2.595
H -1.709 -3.214 -0.835
H -3.658 -2.761 0.722
H -5.718 -3.998 0.374
N 3.525 -6.140 -3.364
C 4.330 -5.153 -3.733
C 3.929 -3.810 -3.668
C 2.662 -3.552 -3.129
C 1.792 -4.559 -2.799
C 2.326 -5.845 -2.870
H 5.245 -5.426 -4.236
H 4.549 -2.966 -3.961
H 2.327 -2.527 -3.026
H 0.789 -4.342 -2.506
H 1.752 -6.681 -2.540
N 2.236 -4.456 0.536
C 3.372 -5.210 0.517
C 3.314 -6.608 0.562
C 2.031 -7.212 0.616
C 0.898 -6.426 0.592
C 1.046 -5.060 0.533
H 4.284 -4.646 0.434
H 4.200 -7.235 0.607
H 1.964 -8.266 0.788
H -0.082 -6.844 0.628
H 0.184 -4.419 0.562
N 3.021 2.422 6.181
C 2.710 1.361 5.404
C 1.441 0.876 5.132
C 0.389 1.555 5.732
C 0.611 2.688 6.476
C 1.954 3.064 6.666
H 3.574 0.705 5.028
H 1.350 0.017 4.458
H -0.658 1.212 5.535
H -0.149 3.226 6.952
H 2.077 3.976 7.218
N 6.093 -1.089 4.130
C 5.961 0.203 3.835
C 5.764 0.819 2.621
C 5.708 -0.112 1.525
C 5.839 -1.482 1.770
C 6.054 -1.916 3.092
H 6.132 0.870 4.709
H 5.701 1.921 2.552
H 5.625 0.304 0.538
H 5.762 -2.171 0.962
H 6.124 -2.971 3.299
N 3.530 4.122 2.879
C 3.021 4.831 3.890
C 1.738 5.332 3.904
C 0.927 5.125 2.774
C 1.434 4.382 1.707
C 2.784 3.948 1.815
H 3.739 4.875 4.710
H 1.275 5.902 4.690
H -0.076 5.471 2.785
H 0.925 4.126 0.814
H 3.232 3.384 0.998
N 2.356 -2.314 6.232
C 1.055 -2.496 6.228
C 0.308 -2.908 5.113
C 0.974 -3.170 3.953
C 2.391 -3.098 3.923
C 3.024 -2.651 5.060
H 0.485 -2.358 7.224
H -0.743 -2.910 5.273
H 0.439 -3.517 3.078
H 2.915 -3.336 3.058
H 4.083 -2.407 5.129
N -3.563 0.934 -2.844
C -3.046 -0.167 -3.429
C -3.647 -1.412 -3.285
C -4.789 -1.525 -2.500
C -5.206 -0.440 -1.739
C -4.558 0.757 -1.944
H -2.205 0.022 -4.035
H -3.241 -2.233 -3.887
H -5.335 -2.481 -2.460
H -5.933 -0.558 -0.942
H -4.832 1.675 -1.538
N 2.762 -0.969 -5.556
C 2.821 0.340 -5.743
C 1.730 1.145 -6.072
C 0.470 0.574 -6.163
C 0.378 -0.834 -5.961
C 1.578 -1.544 -5.766
H 3.768 0.835 -5.478
H 1.860 2.239 -6.415
H -0.401 1.138 -6.407
H -0.526 -1.421 -5.969
H 1.541 -2.637 -5.704
N -3.107 0.381 4.344
C -2.096 -0.042 3.651
C -2.161 -0.435 2.335
C -3.392 -0.217 1.608
C -4.505 0.210 2.331
C -4.265 0.544 3.682
H -1.158 -0.163 4.155
H -1.183 -0.774 1.933
H -3.438 -0.406 0.580
H -5.490 0.380 1.894
H -5.079 0.895 4.257
N -7.509 1.595 0.910
C -7.346 2.410 -0.152
C -8.151 2.429 -1.261
C -9.098 1.440 -1.401
C -9.324 0.530 -0.328
C -8.558 0.775 0.809
H -6.528 3.133 -0.115
H -8.054 3.155 -2.032
H -9.658 1.307 -2.315
H -10.151 -0.173 -0.352
H -8.815 0.176 1.671
N -0.112 2.902 -3.574
C 0.870 3.586 -4.139
C 0.756 4.722 -4.867
C -0.608 5.149 -5.073
C -1.677 4.482 -4.469
C -1.354 3.341 -3.793
H 1.798 3.138 -3.914
H 1.649 5.202 -5.375
H -0.745 6.127 -5.548
H -2.703 4.706 -4.699
H -2.162 2.749 -3.422
N 4.073 2.921 -1.057
C 3.436 1.754 -1.388
C 3.909 0.872 -2.340
C 5.127 1.133 -2.964
C 5.795 2.256 -2.572
C 5.195 3.096 -1.673
H 2.419 1.530 -0.990
H 3.346 -0.003 -2.604
H 5.531 0.486 -3.686
H 6.677 2.667 -2.990
H 5.705 4.029 -1.536
N -4.402 4.108 -0.456
C -3.642 4.881 -1.270
C -2.390 5.342 -0.871
C -1.925 5.093 0.400
C -2.651 4.257 1.237
C -3.833 3.739 0.716
H -3.893 5.076 -2.279
H -1.694 5.933 -1.473
H -1.024 5.523 0.685
H -2.180 3.877 2.143
H -4.396 3.094 1.395
N -0.086 -1.056 -0.764
C -0.427 0.276 -0.642
C 0.246 1.154 0.177
C 1.194 0.650 1.083
C 1.515 -0.737 1.020
C 0.866 -1.507 0.089
H -1.035 0.699 -1.387
H -0.030 2.232 0.000
H 1.888 1.261 1.602
H 2.211 -1.159 1.728
H 1.175 -2.542 -0.078

Atomic partial charges in e from the Löwdin method, atoms 1 to 8: number 1, N, carries 0.0602; number 2, C, carries -0.1583; number 3, C, carries -0.0842; number 4, C, carries -0.0849; number 5, C, carries -0.0873; number 6, C, carries -0.1566; number 7, H, carries 0.0982; number 8, H, carries 0.1107